(1)
Computed, not measured: a molecular structure, C18H39N4OPPtSi, with ωB97M-V/def2-TZVPD.

Results
⟨S²⟩: 6.065
HOMO energy (alpha / beta): -2.34 / -6.66 eV
2S+1: 5
HOMO-LUMO gap (alpha / beta): 2.57 / 4.93 eV
LUMO (alpha / beta): 0.23 / -1.73 eV

Cartesian coordinates (Å):
Pt 0.6810 0.0915 -0.1598
Si 2.7548 0.6553 -1.1974
P -0.1726 0.3147 -2.2553
N -0.5337 -1.4971 0.1918
H 1.9060 -0.7824 -0.5675
C -1.9746 0.0995 -2.1957
H -2.3994 0.0196 -3.2059
H -2.4148 0.9538 -1.6640
H -2.1933 -0.8158 -1.6314
C 0.0662 1.8712 -3.1861
H -0.3824 1.7889 -4.1874
H 1.1299 2.1033 -3.3141
H -0.4150 2.7089 -2.6664
C 0.3743 -1.0349 -3.3673
H -0.1433 -0.9585 -4.3331
H 0.1463 -2.0063 -2.9106
H 1.4552 -0.9684 -3.5348
C 3.5109 2.2346 -0.5211
H 2.9979 2.5537 0.3948
H 3.5154 3.0472 -1.2641
H 4.5600 1.9881 -0.2950
H 3.9643 -0.2327 -1.1380
H 2.6293 0.7830 -2.6722
C -0.2987 -2.7759 -0.1260
C -1.2351 -5.0475 -0.2901
C -1.3751 -3.7160 0.0558
C 0.9290 -3.3021 -0.6644
C 1.0554 -4.6460 -0.9908
C -0.0170 -5.5226 -0.8119
H -2.0687 -5.7352 -0.1416
H -2.3086 -3.3191 0.4715
H 1.7787 -2.6303 -0.7813
H 2.0170 -5.0001 -1.3771
H 0.0903 -6.5831 -1.0596
C -1.4727 3.0653 0.6030
O -2.0355 2.0511 0.1692
C -1.4377 3.3761 2.0774
H -1.1255 4.4142 2.2518
H -0.7227 2.7122 2.5869
H -2.4344 3.2172 2.5062
C -0.7766 4.0337 -0.3095
H -1.4590 4.2662 -1.1339
H 0.1437 3.5738 -0.6960
H -0.5088 4.9482 0.2267
C -1.9778 -0.4484 1.9562
N -1.1279 -0.1300 3.0557
C -1.8336 0.3620 4.2471
C 0.2457 -0.0980 2.9849
N 0.9754 0.1185 1.9019
N 0.8886 -0.2787 4.1871
C 0.3462 -1.1327 5.2407
C 2.3151 -0.0184 4.3179
H -2.8840 -0.9563 2.3207
H -1.3658 -1.1766 1.2279
H -2.2460 0.4534 1.3815
H -2.2455 -0.4719 4.8337
H -1.1771 0.9718 4.8780
H -2.6723 0.9942 3.9263
H 1.9723 0.1545 2.1568
H 1.1643 -1.7474 5.6386
H -0.0403 -0.5199 6.0663
H -0.4402 -1.7968 4.8640
H 2.9322 -0.8663 3.9655
H 2.5831 0.8971 3.7701
H 2.5240 0.1425 5.3831

---

(2)
Computed, not measured: C18H39NO2 in the gas phase, with ωB97M-V/def2-TZVPD.

Results
HOMO energy: -9.16 eV
structure (SMILES): CCCCCCCCCCCCCCC[C@@H](O)[C@@H](N)CO
HOMO-LUMO gap: 9.91 eV
ΔE to the lowest compared entry with this formula, charge and spin: 21.5 kJ/mol
LUMO: 0.76 eV

Cartesian coordinates (Å):
C -7.2081 3.5366 -5.9994
C -6.5207 4.6695 -5.2462
C -5.8536 4.2128 -3.9484
C -4.6504 3.2994 -4.1729
C -3.9467 2.9567 -2.8617
C -2.7433 2.0430 -3.0849
C -1.9508 1.7549 -1.8085
C -2.6893 0.8345 -0.8385
C -1.9324 0.6055 0.4705
C -0.6419 -0.1933 0.3007
C 0.0158 -0.4966 1.6449
C 1.3215 -1.2714 1.4851
C 1.9774 -1.5714 2.8307
C 3.2894 -2.3357 2.6709
C 3.9484 -2.6044 4.0233
C 5.1407 -3.5645 3.9563
O 4.8109 -4.7933 3.3318
C 6.3463 -2.9406 3.2280
N 6.8853 -1.9008 4.0896
C 7.3803 -4.0254 2.8491
O 7.7261 -4.8540 3.9309
H -7.9329 3.0391 -5.3584
H -7.7313 3.9251 -6.8704
H -6.4860 2.7994 -6.3402
H -7.2643 5.4331 -5.0049
H -5.7711 5.1322 -5.8924
H -5.5225 5.0965 -3.3966
H -6.5898 3.6953 -3.3286
H -3.9436 3.7943 -4.8437
H -4.9727 2.3740 -4.6533
H -4.6615 2.4739 -2.1931
H -3.6123 3.8788 -2.3798
H -2.0773 2.5195 -3.8090
H -3.0799 1.0992 -3.5205
H -1.7224 2.6985 -1.3071
H -1.0039 1.2903 -2.0895
H -3.6597 1.2727 -0.5985
H -2.8707 -0.1277 -1.3235
H -1.7009 1.5716 0.9253
H -2.5866 0.0664 1.1607
H 0.0614 0.3666 -0.3177
H -0.8635 -1.1319 -0.2131
H 0.2163 0.4420 2.1671
H -0.6747 -1.0756 2.2632
H 2.0121 -0.6905 0.8694
H 1.1232 -2.2097 0.9615
H 2.1716 -0.6331 3.3550
H 1.2864 -2.1545 3.4449
H 3.9634 -1.7517 2.0433
H 3.0990 -3.2823 2.1592
H 3.2026 -3.0325 4.7013
H 4.3042 -1.6706 4.4581
H 5.4595 -3.7650 4.9952
H 3.9292 -5.0483 3.6239
H 6.0085 -2.4720 2.2998
H 7.6096 -1.3873 3.5987
H 7.3232 -2.3369 4.8965
H 8.3078 -3.5399 2.5304
H 6.9887 -4.6188 2.0149
H 6.9557 -5.4018 4.1206

---

(3)
Computed, not measured: a molecular structure, C18H39ScSi4Te, with ωB97M-V/def2-TZVPD.

Results
HOMO energy: -13.60 eV
charge: +2
HOMO-LUMO gap: 5.87 eV
LUMO: -7.73 eV

Cartesian coordinates (Å):
Sc 0.1409 -0.0159 -2.8092
C 2.1978 -1.9206 -5.1939
C 1.0715 -0.9297 -5.0946
C -0.2589 -1.3566 -5.0332
C -1.3253 -0.4519 -5.0048
C -2.7481 -0.9339 -5.0175
C -1.0286 0.9148 -4.9850
C 0.2863 1.3868 -5.0506
C 0.5765 2.8603 -5.1096
C 1.3222 0.4467 -5.0773
H 2.5425 -2.2473 -4.2092
H 3.0513 -1.4844 -5.7090
H 1.8785 -2.8098 -5.7343
H -0.4720 -2.4194 -5.0756
H -3.1244 -1.1005 -4.0053
H -2.8299 -1.8764 -5.5554
H -3.3985 -0.2017 -5.4918
H -1.8441 1.6299 -4.9839
H 0.6811 3.2930 -4.1115
H -0.2320 3.3906 -5.6092
H 1.5038 3.0500 -5.6466
H 2.3467 0.7954 -5.1558
C 2.1884 1.3163 4.4262
Si 2.1729 0.8591 2.6156
C 3.4117 -0.4869 2.2388
C 2.4422 2.3596 1.5325
Si -0.0082 -0.0016 2.2503
Te -0.0253 -0.0021 -0.3994
Si -1.8402 1.4552 2.6460
C -2.2214 1.2286 4.4602
C -1.2962 3.2024 2.2733
C -3.2862 0.9468 1.5757
Si -0.3569 -2.3173 2.6365
C 0.0317 -2.5428 4.4492
C -2.1427 -2.7154 2.2645
C 0.8036 -3.3129 1.5600
H 3.1877 1.6565 4.7095
H 1.9371 0.4701 5.0685
H 1.4898 2.1262 4.6453
H 4.4234 -0.1093 2.4082
H 3.3528 -0.8204 1.2001
H 3.2722 -1.3563 2.8830
H 3.4262 2.7816 1.7536
H 1.6976 3.1360 1.7095
H 2.4270 2.1040 0.4707
H -1.3551 1.4307 5.0931
H -2.5700 0.2169 4.6771
H -3.0127 1.9211 4.7582
H -0.4665 3.5122 2.9105
H -2.1265 3.8896 2.4552
H -0.9897 3.3245 1.2317
H -3.5861 -0.0871 1.7479
H -3.0720 1.0701 0.5119
H -4.1399 1.5873 1.8129
H -0.5741 -1.8946 5.0853
H 1.0829 -2.3428 4.6661
H -0.1753 -3.5750 4.7428
H -2.8239 -2.1532 2.9050
H -2.3239 -3.7784 2.4427
H -2.4034 -2.5061 1.2243
H 1.8493 -3.0574 1.7332
H 0.5878 -3.1808 0.4975
H 0.6746 -4.3738 1.7902

---

(4)
Computed, not measured: a molecular structure, C18H40AuN9, with ωB97M-V/def2-TZVPD.

Results
HOMO energy: -19.68 eV
charge: +4
HOMO-LUMO gap: 6.79 eV
ΔE to the lowest compared entry with this formula, charge and spin: 0.0 kJ/mol
LUMO: -12.90 eV

Cartesian coordinates (Å):
Au -0.3738 -0.6865 -0.0749
C -0.8524 -0.9499 4.9632
N -0.7625 0.2245 4.0890
C -1.0500 1.5360 4.7096
C -0.9370 2.5178 3.5458
N -0.5871 1.6413 2.4094
C -0.1585 2.2792 1.1851
C -0.5318 0.3487 2.7889
N -0.2966 -0.6909 1.9375
C 0.5366 -1.8328 2.4126
C 0.6600 -2.8288 1.2880
N 1.0989 -2.0395 0.1147
C 1.8895 -2.5101 -0.8798
N 2.6174 -1.6689 -1.6461
C 2.9850 -0.2992 -1.2996
C 3.5212 -2.4344 -2.5327
C 3.1808 -3.8938 -2.2054
N 2.0918 -3.7749 -1.2136
C 1.4786 -4.9950 -0.6907
H -1.1490 -0.5885 5.9439
H 0.1083 -1.4443 5.0795
H -1.6195 -1.6453 4.6229
H -0.3357 1.7315 5.5071
H -2.0521 1.5105 5.1351
H -0.1372 3.2431 3.6932
H -1.8623 3.0558 3.3441
H 0.4231 3.1666 1.4393
H -0.9993 2.6100 0.5695
H 0.5143 1.6397 0.6111
H 0.1112 -2.3064 3.2893
H 1.5352 -1.4574 2.6503
H -0.3034 -3.3128 1.1042
H 1.3882 -3.5998 1.5337
H 2.3051 0.1072 -0.5548
H 2.9757 0.3244 -2.1935
H 3.9938 -0.2723 -0.8824
H 4.5526 -2.1902 -2.2788
H 3.3548 -2.1746 -3.5763
H 4.0169 -4.4435 -1.7747
H 2.8130 -4.4457 -3.0690
H 1.5224 -5.7480 -1.4746
H 0.4349 -4.8318 -0.4373
H 2.0247 -5.3740 0.1729
N -4.6382 -0.8284 -3.9852
C -3.4718 -0.5561 -3.0506
C -2.1983 -0.3621 -3.8783
C -1.0219 0.1697 -3.0518
N -0.3656 -0.8917 -2.1779
C -1.4063 1.3981 -2.2406
C -2.6219 1.1732 -1.3566
N -2.2711 0.2514 -0.2040
C -3.8099 0.6592 -2.1836
H -4.4753 -1.6453 -4.5851
H -4.8185 -0.0327 -4.6098
H -5.5107 -1.0047 -3.4734
H -3.4006 -1.4598 -2.4384
H -2.3797 0.3936 -4.6497
H -1.9258 -1.2799 -4.4055
H -0.2455 0.4836 -3.7493
H 0.6234 -0.9380 -2.4436
H -0.7191 -1.8238 -2.3955
H -1.6114 2.2160 -2.9347
H -0.5544 1.7313 -1.6433
H -2.9282 2.1214 -0.9175
H -2.9207 -0.5335 -0.1558
H -2.4082 0.7478 0.6776
H -4.1046 1.4935 -2.8283
H -4.6671 0.4504 -1.5377

---

(5)
Computed, not measured: a molecular structure, C18H40Br4N2OV, with ωB97M-V/def2-TZVPD.

Results
⟨S²⟩: 0.797
HOMO energy (alpha / beta): -7.25 / -7.29 eV
2S+1: 2
HOMO-LUMO gap (alpha / beta): 7.03 / 7.08 eV
ΔE to the lowest compared entry with this formula, charge and spin: 0.0 kJ/mol
LUMO (alpha / beta): -0.21 / -0.21 eV

Cartesian coordinates (Å):
O -1.6881 1.0493 0.2499
V -3.1078 1.6278 0.6610
C 2.1486 -1.0492 -1.5671
C 0.6434 -1.1463 -1.7800
C 0.0494 -2.3656 -1.0614
C -1.4743 -2.3628 -1.1051
N -2.0584 -3.6756 -0.6479
C -1.8360 -4.8535 -1.6045
C -2.8122 -4.5877 -2.7491
C -4.0427 -3.9607 -2.0984
C -3.6015 -3.6258 -0.6817
C -1.6940 -4.0519 0.7550
H 2.3565 -0.9827 -0.4955
H 2.5127 -0.1517 -2.0692
H 2.7625 -1.8992 -1.8721
H 0.3087 -1.2192 -2.8156
H 0.2042 -0.2575 -1.3221
H 0.3162 -2.3315 0.0030
H 0.4866 -3.3282 -1.3437
H -1.7964 -2.1492 -2.1255
H -1.8995 -1.5642 -0.4942
H -2.0193 -5.7664 -1.0476
H -0.8079 -4.7450 -1.9427
H -3.0789 -5.5672 -3.1461
H -2.3467 -3.9652 -3.5085
H -4.8909 -4.6421 -2.1394
H -4.4192 -3.0494 -2.5654
H -3.9097 -4.4149 0.0059
H -3.9403 -2.7040 -0.2074
H -2.2101 -4.9669 1.0329
H -2.0797 -3.2441 1.3622
H -0.6205 -4.1846 0.8555
C 2.8563 -0.7709 3.1689
C 1.8974 0.4194 3.0076
C 2.1175 1.1565 1.6849
C 1.3477 2.4750 1.6308
N 1.8676 3.6112 0.7895
C 1.7437 3.3697 -0.6693
C 1.6619 4.7899 -1.3100
C 1.4149 5.7270 -0.1355
C 0.9977 4.8523 1.0307
C 3.2983 3.9447 1.1660
H 3.1237 -1.1897 2.1997
H 2.3062 -1.4386 3.8293
H 3.7962 -0.4741 3.6361
H 1.9941 1.1259 3.8347
H 0.8723 0.0419 3.0132
H 1.7234 0.6049 0.8298
H 3.1925 1.3264 1.5838
H 1.1486 2.8267 2.6445
H 0.3874 2.2703 1.1913
H 2.4916 2.6951 -1.0859
H 0.8217 2.8148 -0.8576
H 2.5226 5.1682 -1.8643
H 0.8834 4.8257 -2.0709
H 2.3026 6.3044 0.1309
H 0.6799 6.4977 -0.3679
H 1.1537 5.2282 2.0359
H -0.0145 4.4815 0.8489
H 3.6876 4.7710 0.5809
H 3.8864 3.0423 1.0474
H 3.2928 4.2592 2.2081
Br -5.5887 2.0859 1.7063
Br -2.8260 -0.7330 2.3980
Br -2.4645 3.8445 -0.6787
Br -4.0305 0.1813 -1.6922

---

(6)
Computed, not measured: a molecular structure, C18H40N4O20S4, with ωB97M-V/def2-TZVPD.

Results
⟨S²⟩: 0.754
HOMO energy (alpha / beta): -11.27 / -11.27 eV
2S+1: 2
charge: +1
HOMO-LUMO gap (alpha / beta): 8.33 / 2.13 eV
LUMO (alpha / beta): -2.94 / -9.14 eV

Cartesian coordinates (Å):
C -2.3556 4.4099 -1.6576
O -2.4102 3.1943 -1.7992
N -2.6330 4.9529 -0.4555
N -2.1010 5.2607 -2.5849
H -2.9870 4.4012 0.3129
H -2.6153 5.9603 -0.3851
H -2.5561 5.1736 -3.4823
H -1.7606 6.1499 -2.2479
C 0.1972 -5.0504 -2.2171
O 0.4754 -3.9958 -2.7042
N -0.3877 -5.2038 -1.0944
N 0.3372 -6.2825 -2.6619
H -0.9202 -4.4376 -0.7077
H -0.6686 -6.1247 -0.7893
H 0.7959 -6.5182 -3.5303
H 0.1980 -7.0354 -2.0032
C 0.1729 0.7650 1.2388
C -0.3228 1.3584 -0.0882
O -1.0064 0.3136 -0.7999
S -1.2136 -1.0394 0.1595
O -0.8987 -2.2489 -0.5505
O -2.4311 -1.0241 0.9403
O 0.0115 -0.6455 1.2026
H -0.5231 1.0877 2.0131
H 1.1575 1.1101 1.5542
H 0.5399 1.7332 -0.6389
H -1.0507 2.1656 -0.0053
C -0.0372 -0.9320 -3.5986
C 1.2992 -0.8595 -2.8000
O 2.1896 -0.0917 -3.6142
S 1.6440 0.1600 -5.1702
O 2.5773 -0.2073 -6.2274
O 0.9356 1.4633 -5.3353
O 0.4230 -0.9376 -4.9754
H -0.6329 -0.0344 -3.4321
H -0.6417 -1.7970 -3.3258
H 1.6361 -1.8804 -2.6203
H 1.1139 -0.3935 -1.8322
C 0.8124 0.6987 6.7167
C 0.3289 1.9709 7.3303
O -0.8991 2.1893 6.6848
S -0.9717 1.4213 5.2522
O -1.0123 2.4045 4.1711
O -2.0327 0.4427 5.2254
O 0.4786 0.7343 5.3686
H 0.2972 -0.2258 6.9776
H 1.8793 0.6616 6.9369
H 1.0330 2.7627 7.0748
H 0.2814 1.8485 8.4123
C -5.0225 1.6825 -2.1196
C -4.2626 0.4235 -2.4229
O -5.1355 -0.6489 -2.0371
S -6.6997 -0.2370 -2.4139
O -7.5630 -0.5855 -1.2885
O -7.1083 -0.7754 -3.6901
O -6.3838 1.3718 -2.3709
H -4.7541 2.3808 -2.9123
H -4.9258 2.0652 -1.1035
H -3.3969 0.2375 -1.7873
H -4.0213 0.1871 -3.4593
C 2.2534 -3.6762 3.0957
C 1.1747 -4.0824 2.0736
C -0.0663 -3.4149 2.5936
O 0.5347 -2.2389 3.1824
C 1.8845 -2.2569 3.3572
H 3.2677 -3.8371 2.7304
H 2.3774 -4.2387 4.0210
H 1.0083 -5.1360 2.2981
H 1.4388 -3.8084 1.0522
H -0.5288 -3.9733 3.4075
H -0.8406 -3.2505 1.8442
H 2.1028 -2.0278 4.4002
H 2.4738 -1.5498 2.7735
C 3.4422 2.1521 -0.6449
C 4.8352 1.6866 -0.4088
C 5.4226 1.8266 -1.8978
O 4.6590 2.8235 -2.5185
C 3.6549 3.2980 -1.6855
H 3.2425 2.5903 0.3330
H 2.6763 1.5556 -1.1405
H 4.8876 0.6960 0.0427
H 5.4493 2.3580 0.1915
H 5.1257 0.9020 -2.3929
H 6.5033 1.9554 -1.9580
H 2.7150 3.4739 -2.2087
H 3.8336 4.2431 -1.1728